Computed, not measured: a 2-piece molecular cluster, C2H8NOP overall, with ωB97M-V with the def2-TZVPD basis set.

Geometry as XYZ:
```
13
Properties=species:S:1:pos:R:3:forces:R:3:mulliken_charge:R:1
C 2.4677 -0.9042 -0.2447 -0.9922 -1.6140 0.7929 0.18
C -2.5781 -0.0849 0.2803 0.8112 0.1493 1.0015 -0.79
N 3.5035 -0.2199 -0.1214 0.8711 0.3290 1.3558 -0.52
O -0.7419 1.5229 -0.2481 -0.3131 -0.0765 0.9135 -0.52
P -0.8976 -0.1172 -0.4796 -0.2724 0.6543 1.0776 0.19
H 2.4673 -1.9740 0.2145 0.1365 1.4605 -1.4027 0.22
H 1.4955 -0.5663 -0.6516 0.5413 -0.0313 0.2933 -0.10
H -0.3369 2.1667 -0.7972 0.7387 0.1280 -1.1674 0.31
H -2.6068 -0.8819 1.0566 -0.4318 0.2893 -0.7704 0.30
H -2.5115 0.9003 0.8530 -0.7753 -1.2476 -0.9616 0.23
H -3.3215 -0.1838 -0.5117 -0.3141 0.2704 0.5614 0.27
H 3.4023 0.7945 -0.1604 -0.2171 -0.1787 -1.0882 0.24
H -0.3420 -0.4521 0.8104 0.2172 -0.1328 -0.6059 -0.01
```
Positions in Å, forces in eV/Å.

Its structure (SMILES) is C=N.CPO. As for the LUMO energy: 0.65 eV. For the energy above the lowest of the compared OMol25 structures with the same formula, charge and spin, the calculation gives 64.1 kcal/mol. The HOMO-LUMO gap comes out at 9.91 eV.